1.
Below is a gas-phase ion, C13H18ClF6IN4O4P (charge +1) at a distorted geometry, with properties calculated with wB97M-V/def2-TZVPD.

ORCA input file:
```
! wB97M-V def2-TZVPD RIJCOSX def2/J DEFGRID3
* xyz 1 1
C 2.2059 -1.5939 -3.1083
C 0.7054 -1.3991 -2.9642
N 0.2656 -1.7100 -1.5889
C -1.1576 -1.9165 -1.4708
N -1.9064 -0.8392 -2.0873
C -1.7423 0.2276 -1.2547
N -1.6341 1.4480 -1.6919
C -1.5071 2.6359 -0.8421
C -0.1553 3.3759 -0.9043
C 0.1837 3.9398 0.4845
I 1.4647 2.1576 -1.5868
N -1.7265 -0.1844 0.0453
P -3.0810 0.4315 1.0562
O -3.4052 -0.8951 1.9067
Cl -2.0523 1.4393 2.5167
C -1.6290 -1.6598 -0.0146
C -0.6780 -2.4091 0.9143
O -0.3801 -3.5542 0.6189
C -0.0765 -1.8106 2.2129
F -0.9500 -1.0107 2.8543
F 0.2245 -2.8499 3.0238
C 1.2236 -1.0234 1.9563
F 1.0183 -0.1727 0.9184
F 2.1908 -1.9057 1.6021
C 1.7332 -0.2002 3.1577
F 0.9921 0.9264 3.2872
F 1.6323 -0.9141 4.2870
C 3.2214 0.2347 2.9873
O 3.9560 0.2334 3.9341
O 3.5864 0.5938 1.7243
H 2.3968 -2.3219 -3.8823
H 2.6416 -1.9389 -2.1807
H 2.7108 -0.6839 -3.4018
H 0.4150 -0.3794 -3.1891
H 0.1705 -2.0252 -3.6836
H 0.7398 -2.5649 -1.3316
H -1.4782 -2.9145 -1.7481
H -1.8011 -0.6928 -3.0802
H -1.6446 1.5788 -2.6872
H -1.7480 2.3835 0.1728
H -2.2647 3.3327 -1.1791
H -0.2558 4.2166 -1.5706
H -0.1828 3.3030 1.2776
H 1.2508 4.0200 0.6156
H -0.2437 4.9294 0.5809
H -4.2631 -1.2185 1.6068
H -2.5834 -2.1734 0.0338
H 3.6177 1.5543 1.6723
*
```

SMILES: CCN[C@@H]1NC(NC[C@@H](C)I)=[N+](P(O)Cl)[C@@H]1C(=O)C(F)(F)C(F)(F)C(F)(F)C(=O)O
Total energy, Eh: -2724.402953

2.
Below is a single C8H11ClO2 molecule at a distorted geometry, with properties calculated with wB97M-V/def2-TZVPD.

ORCA input file:
```
! wB97M-V def2-TZVPD RIJCOSX def2/J DEFGRID3
* xyz 0 1
C 0.9498 -1.5330 0.8697
C 0.5285 0.8308 -1.2653
C 1.0436 -0.5920 -1.3635
C -0.8906 0.5832 -0.7735
C 0.2951 -1.6111 -0.4271
C -0.2631 -0.7703 1.5519
C -0.9814 -0.7272 -0.0144
C -0.2345 0.4777 2.3581
O 2.0126 -1.8807 1.3016
O -2.2891 -1.1772 0.0041
Cl -1.1021 -2.1331 2.5348
H 0.9334 1.2984 -0.3882
H 0.7192 1.4296 -2.0773
H 1.2092 -0.9556 -2.4538
H 2.1137 -0.7790 -1.0921
H -1.2783 1.3853 -0.2066
H -1.5491 0.3658 -1.6756
H 0.2212 -2.5685 -1.0305
H -1.1792 0.7608 2.8457
H -0.0195 1.3753 1.7422
H 0.5907 0.3320 3.0681
H -2.4089 -1.8616 0.6999
*
```

SMILES: C[C@]1(Cl)C(=O)[C@@H]2CCC[C@@]21O
Relative energy (zero: lowest compared OMol25 entry of this formula, charge and spin), kJ/mol: 0.00
Total energy, Eh: -922.042214

3.
Below is a molecular structure, C32H34N7O4Ti, with properties calculated with wB97M-V/def2-TZVPD.

ORCA input file:
```
! wB97M-V def2-TZVPD RIJCOSX def2/J DEFGRID3
* xyz 1 1
Ti 0.2572 -0.2800 -0.3837
C 1.2524 -2.5531 2.7166
C -0.1078 -3.0646 2.2342
C -0.3411 -3.0133 0.7247
N -0.7975 -1.6972 0.2966
C -2.1357 -1.3404 0.5124
C -3.1042 -2.1778 0.9076
C -4.4285 -1.7705 1.3475
C -4.7055 -0.5853 1.8892
C -3.7554 0.5592 2.0524
C -3.2708 1.1855 0.7478
C -2.1637 0.1730 0.3504
N -1.4069 0.5221 -0.8607
C -2.1400 0.5151 -2.1120
C -1.9145 -0.7868 -2.8717
C -0.4743 -0.9575 -3.3239
N 0.4867 -1.1178 -2.2314
C 1.7272 -1.5017 -2.5485
C 2.1756 -1.5888 -3.8781
C 3.3500 -2.0881 -4.4229
C 4.4291 -2.6994 -3.8150
C 4.5931 -2.8717 -2.4503
C 3.8111 -2.4291 -1.3999
C 2.6040 -1.7088 -1.3796
N 2.0613 -1.2391 -0.2619
C 2.7350 -1.2714 1.0307
C 1.7570 -1.1860 2.2102
H 2.0119 -3.3031 2.4726
H 1.2179 -2.5235 3.8072
H -0.9147 -2.5118 2.7236
H -0.2088 -4.0981 2.5748
H -1.0630 -3.7695 0.4074
H 0.5804 -3.2384 0.1862
H -2.8804 -3.2341 0.9794
H -5.2140 -2.5148 1.2924
H -5.7216 -0.4015 2.2183
H -4.2711 1.3125 2.6496
H -4.0204 1.5522 0.0522
H -1.7936 1.3548 -2.7258
H -3.2064 0.6779 -1.9358
H -2.5442 -0.7994 -3.7651
H -2.2173 -1.6358 -2.2543
H -0.1956 -0.0911 -3.9438
H -0.4108 -1.8389 -3.9689
H 1.4763 -1.2275 -4.6185
H 3.4038 -2.0109 -5.5036
H 5.2131 -3.0736 -4.4596
H 5.4895 -3.4015 -2.1473
H 4.2261 -2.6405 -0.4252
H 3.4492 -0.4417 1.0718
H 3.3103 -2.1912 1.1562
H 0.8965 -0.5250 2.0107
H 2.2780 -0.6766 3.0215
O 2.3415 2.8995 -2.8133
C 1.8281 2.4391 -1.6828
O 1.6329 1.2549 -1.4978
C 1.5549 3.4712 -0.6546
C 1.7409 4.8222 -0.8884
C 1.4158 5.7040 0.1369
C 0.9049 5.1932 1.3134
C 0.7827 3.8105 1.4441
N 1.1074 2.9562 0.4901
C 0.1889 3.1833 2.6750
O -1.0833 3.6511 2.8591
O 0.7450 2.3820 3.3533
H 2.5038 2.1424 -3.3992
H 2.1203 5.1697 -1.8377
H 1.5459 6.7696 0.0079
H 0.6011 5.8412 2.1239
N -2.0598 1.5667 3.5172
C -2.1574 2.7017 2.6460
C -2.0804 2.0560 1.2589
N -1.3913 0.7328 1.5122
C -2.3010 0.4146 2.6798
H -2.6243 1.6129 4.3529
H -3.0424 3.3247 2.7843
H -1.5899 2.6554 0.5011
H -2.0690 -0.5304 3.1613
*
```

Relative energy (zero: lowest compared OMol25 entry of this formula, charge and spin), kJ/mol: 303.87
Total energy, Eh: -2773.327114

4.
Below is a single C3H4S2 molecule at a distorted geometry, with properties calculated with wB97M-V/def2-TZVPD.

ORCA input file:
```
! wB97M-V def2-TZVPD RIJCOSX def2/J DEFGRID3
* xyz 0 1
C -2.4102 0.4113 1.1183
C -2.3176 -0.3778 0.1006
C 0.7805 -0.7369 -0.3528
S -4.1018 -0.0559 0.3323
S -0.9115 -1.5882 -0.6701
H -2.2084 1.2555 1.7549
H 1.1247 -0.0902 -1.1676
H 1.2650 -1.6496 -0.3112
H 1.1175 -0.1728 0.4895
*
```

SMILES: CSC1=CS1
Relative energy (zero: lowest compared OMol25 entry of this formula, charge and spin), kJ/mol: 347.54
Total energy, Eh: -912.928114

5.
Below is a molecular structure, C29H51AgN3O5P, with properties calculated with wB97M-V/def2-TZVPD.

ORCA input file:
```
! wB97M-V def2-TZVPD RIJCOSX def2/J DEFGRID3
* xyz 0 1
Ag -0.1195 0.2798 -1.6340
O 3.9743 2.8419 -1.8250
C 2.8049 2.2145 -2.0845
O 2.7041 1.0183 -2.1005
C 1.7083 3.2219 -2.3155
O 0.5549 2.5636 -2.7024
C -0.5902 3.4098 -2.7597
C -1.9089 2.6105 -2.8712
O -2.8914 3.3107 -3.1170
O -1.8678 1.3676 -2.6614
H 4.6320 2.1505 -1.6673
H 2.0600 3.9441 -3.0642
H 1.5756 3.7813 -1.3764
H -0.5121 4.0878 -3.6132
H -0.6427 4.0182 -1.8471
C -1.5837 -5.1602 -1.5514
C -0.7329 -4.2975 -0.6396
N -0.7275 -2.9612 -1.1894
C -0.5049 -2.7229 -2.5247
N -0.1840 -1.5193 -2.8760
C -0.0387 -1.2234 -4.2941
C 0.4777 -2.4270 -5.0609
C -0.4507 -3.5994 -4.8086
N -0.7003 -3.7631 -3.3813
C -0.9917 -5.1215 -2.9470
H -2.6026 -4.7701 -1.5635
H -1.6167 -6.1906 -1.1964
H 0.2791 -4.7188 -0.5543
H -1.1564 -4.2541 0.3643
H -0.3958 -2.2000 -0.6179
H 0.6465 -0.3807 -4.3931
H -1.0005 -0.8870 -4.6989
H 1.4856 -2.6718 -4.7159
H 0.5353 -2.2219 -6.1306
H -0.0145 -4.5305 -5.1791
H -1.4025 -3.4545 -5.3318
H -0.0716 -5.7208 -2.9811
H -1.6851 -5.5596 -3.6686
C 1.8652 4.2755 2.8047
C 2.8256 3.1219 2.4737
C 2.1914 2.1178 1.5026
C 0.6971 1.9651 1.7901
C -0.0225 3.2920 1.4692
C 0.8966 4.5059 1.6526
P -0.0504 0.5614 0.8553
C -1.8295 0.4703 1.3325
C -2.7302 1.5290 0.6918
C -4.1759 1.0199 0.6935
C -4.4877 0.1896 1.9505
C -3.6255 0.6587 3.1181
C -2.1390 0.3791 2.8383
C 0.6054 -0.9888 1.6422
C 1.8566 -1.4830 0.8924
C 2.4049 -2.7442 1.5465
C 2.8678 -2.4798 2.9954
C 2.2990 -1.1695 3.5425
C 0.8247 -1.0254 3.1750
H 2.4287 5.1833 3.0268
H 1.2933 4.0442 3.7087
H 3.1229 2.6090 3.3924
H 3.7436 3.5150 2.0289
H 2.7140 1.1657 1.5562
H 2.3114 2.4644 0.4745
H 0.5842 1.7752 2.8638
H -0.8921 3.3881 2.1241
H -0.4219 3.2753 0.4490
H 0.2938 5.4009 1.8150
H 1.4704 4.6928 0.7393
H -2.1007 -0.4863 0.8607
H -2.4282 1.7460 -0.3324
H -2.6567 2.4577 1.2617
H -4.3425 0.4296 -0.2104
H -4.8543 1.8732 0.6275
H -4.2888 -0.8721 1.7692
H -5.5493 0.2560 2.1961
H -3.9193 0.1794 4.0546
H -3.7815 1.7314 3.2641
H -1.8736 -0.6176 3.2071
H -1.5211 1.0905 3.3967
H -0.2020 -1.7021 1.4267
H 2.6290 -0.7132 0.8640
H 1.6164 -1.6511 -0.1590
H 3.2250 -3.1486 0.9492
H 1.6221 -3.5099 1.5389
H 3.9582 -2.4684 3.0522
H 2.5399 -3.3005 3.6389
H 2.8586 -0.3181 3.1474
H 2.4231 -1.1265 4.6267
H 0.3987 -0.1455 3.6618
H 0.2793 -1.8779 3.5918
*
```

Relative energy (zero: lowest compared OMol25 entry of this formula, charge and spin), kJ/mol: 53.47
Total energy, Eh: -2164.488148

For the records above, the corresponding E_HOMO values read -0.465; -0.350; -0.364; -0.288; -0.285 Eh.
For the records above, the corresponding frontier orbital gap values read 9.5; 9.8; 6.8; 7.9; 8.2 eV.